Below is a structure of composition C11H17BFeN6O3S at a distorted geometry, with properties calculated with ωB97M-V/def2-TZVPD.

Results
* E_LUMO (alpha / beta): -0.3895 / -0.4342 Ha
* frontier orbital gap (alpha / beta): 5.6 / 4.3 eV
* total energy: -72646.3990 eV
* HOMO energy (alpha / beta): -16.15 / -16.14 eV
* <S²>: 6.091

ORCA input file:
```
! RIJCOSX wB97M-V def2-TZVPD def2/J DEFGRID3
* xyz 2 5
C 2.893 0.057 0.081
N 1.661 0.039 -0.481
N 1.838 -0.006 -1.868
C 3.157 -0.063 -2.143
C 3.859 -0.020 -0.935
B 0.594 0.121 -2.771
N -0.363 -1.008 -2.301
N -0.770 -1.070 -0.959
C -1.717 -2.032 -0.864
C -1.896 -2.603 -2.126
C -1.029 -1.947 -2.994
Fe -0.085 -0.026 0.503
N -0.113 1.435 -2.279
N -0.472 1.551 -0.933
C -1.067 2.740 -0.782
C -1.102 3.406 -2.019
C -0.491 2.552 -2.940
H -1.437 3.042 0.185
H -0.288 2.640 -4.002
H -1.516 4.380 -2.214
H 0.825 0.112 -3.943
H -0.823 -2.091 -4.039
H 3.500 -0.146 -3.163
H -2.574 -3.398 -2.364
H 4.925 -0.041 -0.793
H -2.208 -2.233 0.073
H 3.002 0.133 1.153
H -2.433 -0.816 1.865
C -2.204 -1.640 2.540
H -2.905 -2.468 2.361
H -1.166 -1.952 2.391
H -2.357 -1.300 3.573
C 0.452 -0.338 4.647
S 0.209 1.014 3.491
O -1.214 1.314 3.402
O 1.111 2.086 3.845
O 0.685 0.363 2.181
H -0.428 -0.425 5.287
H 1.332 -0.103 5.251
H 0.614 -1.261 4.085
*
```

=====

Below is a structure of composition C11H17BN6O3PtS at a distorted geometry, with properties calculated with ωB97M-V/def2-TZVPD.

Results
* E_LUMO (alpha / beta): -0.3437 / -0.3841 Ha
* frontier orbital gap (alpha / beta): 6.4 / 5.3 eV
* total energy: -41498.2959 eV
* HOMO energy (alpha / beta): -15.77 / -15.76 eV
* <S²>: 2.039

ORCA input file:
```
! RIJCOSX wB97M-V def2-TZVPD def2/J DEFGRID3
* xyz 2 3
C 2.764 -0.533 0.130
N 1.542 -0.762 -0.410
N 1.539 -0.157 -1.665
C 2.825 0.017 -2.036
C 3.623 -0.161 -0.923
B 0.352 0.230 -2.610
N -0.521 -1.041 -2.264
N -0.735 -1.774 -1.095
C -1.704 -2.701 -1.353
C -1.877 -2.736 -2.729
C -1.117 -1.720 -3.266
Pt 0.108 -2.021 0.697
N -0.295 1.795 -2.527
N -0.804 2.016 -1.299
C -1.078 3.294 -1.086
C -0.911 3.990 -2.323
C -0.415 3.016 -3.212
H -1.365 3.650 -0.096
H -0.194 3.194 -4.267
H -1.161 5.020 -2.482
H 0.712 0.199 -3.763
H -0.949 -1.417 -4.298
H 3.077 0.172 -3.046
H -2.503 -3.426 -3.278
H 4.674 -0.072 -0.888
H -2.175 -3.221 -0.530
H 2.961 -0.529 1.189
H -1.343 -0.628 0.972
C -1.494 -1.512 1.644
H -2.413 -2.025 1.320
H -0.512 -2.820 1.849
H -1.487 -1.084 2.663
C 0.810 0.069 4.176
S 0.356 1.210 2.855
O -1.062 1.535 3.043
O 1.297 2.326 2.916
O 0.570 0.414 1.608
H -0.108 -0.221 4.686
H 1.489 0.575 4.868
H 1.305 -0.804 3.733
*
```

=====

Below is a structure of composition C11H17Cl2F3IrO5S at a distorted geometry, with properties calculated with ωB97M-V/def2-TZVPD.

Results
* E_LUMO (alpha / beta): 0.1866 / 0.1823 Ha
* frontier orbital gap (alpha / beta): 4.1 / 5.9 eV
* total energy: -68788.7414 eV
* HOMO energy (alpha / beta): 0.93 / -0.95 eV
* <S²>: 8.771

ORCA input file:
```
! RIJCOSX wB97M-V def2-TZVPD def2/J DEFGRID3
* xyz -2 6
C -2.135 0.760 -0.859
C -1.434 1.949 -0.996
C -0.733 2.233 0.237
C -1.333 2.745 -2.230
C -1.083 1.289 1.192
C -1.879 0.229 0.530
C -3.038 -0.327 1.284
C -3.042 0.170 -1.854
C 0.295 3.284 0.393
C -0.848 1.367 2.654
Ir -0.284 -1.098 -0.059
Cl 0.716 0.032 -2.005
Cl 0.733 -2.880 -1.076
O -0.115 -1.843 1.733
H -1.472 2.128 -3.120
H -0.362 3.239 -2.315
H -2.105 3.520 -2.249
H 1.045 3.211 -0.407
H 0.835 3.155 1.337
H -0.125 4.295 0.372
H 0.175 1.711 2.868
H -0.958 0.376 3.109
H -1.537 2.047 3.186
H -2.704 -0.679 2.271
H -3.453 -1.174 0.726
H -3.823 0.448 1.378
H -2.545 0.086 -2.834
H -3.952 0.782 -1.978
H -3.338 -0.844 -1.557
H 0.716 -1.455 2.092
O -1.835 -2.202 -0.225
H -1.659 -2.945 0.402
F 4.108 -0.110 -1.489
C 3.970 0.422 -0.258
F 5.198 0.626 0.271
F 3.345 1.618 -0.372
S 3.012 -0.687 0.918
O 3.263 -2.019 0.443
O 3.442 -0.339 2.260
O 1.615 -0.160 0.680
*
```

=====

Below is a structure of composition C11H17Cl2HfNO2S at a distorted geometry, with properties calculated with ωB97M-V/def2-TZVPD.

Results
* E_LUMO: 0.1531 Ha
* frontier orbital gap: 4.0 eV
* total energy: -54460.2046 eV
* HOMO energy: 0.16 eV

ORCA input file:
```
! RIJCOSX wB97M-V def2-TZVPD def2/J DEFGRID3
* xyz -2 1
C 1.315 0.207 -0.800
C 0.339 -0.363 -1.674
C -0.238 -1.479 -1.002
C -0.033 0.126 -3.017
C 0.461 -1.668 0.228
C 1.390 -0.600 0.379
C 2.418 -0.496 1.450
C 2.209 1.349 -1.117
C -1.363 -2.286 -1.497
C 0.286 -2.781 1.176
Hf -1.053 1.693 1.361
Cl -3.456 1.369 -3.093
Cl -1.041 2.455 -0.747
O -1.689 -0.124 1.568
H 0.390 1.122 -3.188
H -1.126 0.266 -3.077
H 0.298 -0.570 -3.813
H -2.057 -1.627 -2.021
H -1.853 -2.736 -0.635
H -1.101 -3.103 -2.186
H -0.778 -2.985 1.281
H 0.683 -2.504 2.153
H 0.767 -3.723 0.871
H 1.996 -0.832 2.405
H 2.739 0.542 1.598
H 3.315 -1.124 1.250
H 1.665 2.137 -1.662
H 3.069 1.008 -1.737
H 2.586 1.815 -0.192
H -1.720 -0.636 2.417
O 0.591 2.236 2.264
H 1.245 2.758 2.667
S -4.374 4.338 3.502
C -3.278 3.503 2.728
N -2.600 2.713 2.162
*
```